{
  "formula": "C40H102N6O16",
  "method": "ωB97M-V/def2-TZVPD",
  "symbols": ["C", "O", "C", "C", "N", "C", "C", "O", "C", "H", "H", "H", "H", "H", "H", "H", "H", "H", "H", "H", "H", "H", "H", "H", "C", "O", "C", "C", "N", "C", "C", "O", "C", "H", "H", "H", "H", "H", "H", "H", "H", "H", "H", "H", "H", "H", "H", "H", "C", "O", "C", "C", "N", "C", "C", "O", "C", "H", "H", "H", "H", "H", "H", "H", "H", "H", "H", "H", "H", "H", "H", "H", "C", "O", "C", "C", "N", "C", "C", "O", "C", "H", "H", "H", "H", "H", "H", "H", "H", "H", "H", "H", "H", "H", "H", "H", "C", "O", "C", "C", "N", "C", "C", "O", "C", "H", "H", "H", "H", "H", "H", "H", "H", "H", "H", "H", "H", "H", "H", "H", "C", "O", "C", "C", "N", "C", "C", "O", "C", "H", "H", "H", "H", "H", "H", "H", "H", "H", "H", "H", "H", "H", "H", "H", "C", "C", "O", "O", "H", "H", "H", "H", "H", "H", "C", "C", "O", "O", "H", "H", "H", "H", "H", "H"],
  "coordinates": [[-9.43487, -7.56918, 15.80392], [-8.50424, -8.56824, 15.44996], [-7.15915, -8.15951, 15.65963], [-6.22959, -9.17872, 15.07101], [-4.85099, -8.82030, 15.47036], [-3.94784, -9.99446, 15.37063], [-3.92014, -10.65087, 13.96803], [-3.51599, -9.73781, 12.95836], [-3.01512, -10.42927, 11.83337], [-9.45779, -6.77310, 15.05248], [-9.22285, -7.12117, 16.77808], [-10.41845, -8.03462, 15.81788], [-6.94124, -8.01739, 16.72381], [-6.99486, -7.15575, 15.24704], [-6.25441, -9.20032, 13.97824], [-6.49224, -10.16094, 15.47285], [-4.49237, -8.32733, 14.65184], [-4.22590, -10.67549, 16.17708], [-2.91635, -9.69569, 15.56945], [-4.90828, -11.07180, 13.77064], [-3.12031, -11.39777, 13.98327], [-2.06909, -10.94528, 12.02829], [-2.85496, -9.74068, 11.00686], [-3.73560, -11.18971, 11.52314], [-4.95227, -9.16920, 3.40649], [-5.68520, -9.33320, 2.20921], [-4.91023, -9.93972, 1.17906], [-5.72324, -9.87466, -0.12894], [-6.91944, -10.70276, -0.16082], [-6.60669, -12.11926, -0.35844], [-7.73262, -12.86190, -1.08874], [-8.65723, -13.44084, -0.20010], [-9.78933, -13.99234, -0.80285], [-5.66723, -9.32776, 4.21885], [-4.57130, -8.14380, 3.41470], [-4.15973, -9.89631, 3.60100], [-4.66612, -10.95627, 1.49699], [-4.01789, -9.32474, 1.00460], [-5.00524, -10.06764, -0.92723], [-6.05540, -8.84126, -0.25502], [-7.48692, -10.53614, 0.65807], [-6.31681, -12.59772, 0.58185], [-5.77416, -12.20267, -1.05770], [-7.20697, -13.64484, -1.66164], [-8.29451, -12.29926, -1.84184], [-9.59680, -14.97120, -1.25410], [-10.16578, -13.32658, -1.59076], [-10.62549, -14.10908, -0.11492], [-5.42798, -7.37755, 6.87162], [-4.45190, -6.61309, 7.55879], [-4.36995, -6.90758, 8.92202], [-3.55830, -5.85400, 9.64364], [-3.36991, -6.24164, 11.03805], [-2.61517, -5.26553, 11.79474], [-2.65914, -5.49371, 13.34801], [-1.33800, -5.44501, 13.83855], [-0.75756, -6.73554, 13.85788], [-4.96164, -8.35984, 6.71365], [-5.51400, -6.97159, 5.86564], [-6.38979, -7.60709, 7.33429], [-4.00286, -7.91263, 9.17788], [-5.34542, -6.91638, 9.43163], [-3.99222, -4.85366, 9.62683], [-2.58333, -5.72526, 9.14675], [-2.91046, -7.13960, 11.14222], [-2.87288, -4.24654, 11.49795], [-1.52994, -5.30570, 11.61325], [-3.06273, -6.49797, 13.49130], [-3.34752, -4.75560, 13.75475], [-0.88838, -7.34150, 12.95807], [-1.21844, -7.28455, 14.68966], [0.29068, -6.63178, 14.12579], [-1.16392, -13.29093, -1.51751], [-0.99265, -14.17707, -0.41591], [-1.29822, -13.60282, 0.82438], [-0.11941, -13.51814, 1.81232], [-0.59725, -13.03526, 3.11514], [0.44943, -13.08479, 4.14214], [1.81590, -12.49715, 3.75223], [1.80695, -11.09236, 3.61512], [1.86275, -10.39950, 4.86641], [-2.21914, -13.27940, -1.80783], [-0.59976, -13.78717, -2.30755], [-0.82200, -12.26009, -1.41356], [-1.94927, -14.30796, 1.36660], [-1.80254, -12.63390, 0.79004], [0.49490, -12.76044, 1.30419], [0.39223, -14.47532, 1.87681], [-0.76707, -12.03860, 2.99395], [0.67476, -14.13423, 4.34962], [0.20745, -12.54254, 5.05672], [2.15200, -12.89121, 2.78910], [2.58272, -12.84092, 4.45834], [2.41129, -10.91657, 5.65400], [0.82173, -10.22581, 5.15460], [2.32730, -9.43265, 4.68234], [-4.09886, -13.16815, 3.54015], [-4.45892, -12.59193, 4.77841], [-3.37069, -12.03743, 5.44968], [-3.47874, -11.81268, 6.95855], [-4.37234, -10.71551, 7.27020], [-5.78519, -10.98799, 7.48516], [-6.15361, -11.39607, 8.88997], [-5.54322, -10.49393, 9.80133], [-6.45837, -9.77791, 10.62516], [-4.98057, -13.17128, 2.90313], [-3.49320, -14.07083, 3.43707], [-3.42719, -12.42235, 3.08338], [-3.24837, -11.03681, 4.99657], [-2.45304, -12.61662, 5.26819], [-2.48032, -11.65589, 7.36179], [-3.86737, -12.75456, 7.37788], [-3.95870, -10.21904, 8.04663], [-6.08095, -11.84974, 6.87423], [-6.40619, -10.16517, 7.12331], [-5.74595, -12.41514, 9.00912], [-7.20504, -11.59736, 9.11524], [-5.98730, -9.34505, 11.50663], [-7.17715, -10.52599, 10.97942], [-6.96667, -9.00724, 10.03591], [1.92304, -6.97816, 10.48580], [1.98617, -7.05907, 11.89086], [3.22103, -6.99151, 12.52440], [3.91271, -5.63720, 12.68584], [4.99826, -5.67865, 13.67649], [4.67458, -4.99776, 14.93237], [3.47229, -5.48704, 15.77048], [2.22705, -4.82274, 15.67404], [2.30958, -3.51684, 16.23794], [2.75896, -6.42859, 10.04160], [0.92218, -6.64314, 10.22718], [2.06842, -7.98785, 10.07227], [3.99174, -7.56552, 11.97583], [3.13668, -7.60120, 13.42836], [3.29955, -4.73574, 12.75922], [4.42589, -5.38351, 11.74733], [5.26087, -6.62072, 13.93998], [4.76814, -3.91331, 14.82996], [5.59182, -5.19954, 15.50254], [3.81199, -5.61798, 16.80404], [3.27883, -6.52250, 15.47488], [1.29323, -3.23590, 16.52422], [2.53602, -2.84174, 15.40391], [2.98653, -3.39229, 17.08208], [-3.27279, -5.90584, 2.04602], [-2.27782, -6.08003, 3.16801], [-2.64054, -5.55678, 4.46364], [-3.66393, -4.51386, 2.05032], [-4.23193, -6.42232, 2.09783], [-2.82068, -6.17083, 1.08922], [-1.31789, -5.60593, 2.94159], [-2.03906, -7.11998, 3.40990], [-3.25897, -4.83918, 4.25812], [-3.63935, -4.12114, 1.17635], [-1.44892, -8.00271, 6.73180], [-1.29175, -8.45908, 8.17308], [-0.13046, -9.30141, 8.25473], [-1.88908, -9.02062, 5.87604], [-0.57922, -7.48205, 6.30980], [-2.08356, -7.10311, 6.69825], [-2.17448, -9.02593, 8.50391], [-1.15067, -7.71387, 8.96232], [0.00191, -9.64690, 7.36507], [-2.85532, -8.98549, 5.87857]],
  "atomic_forces_ev_per_a": [[-0.08, -0.09, -0.31], [0.28, 0.08, 0.17], [-0.59, 0.57, 0.08], [0.70, 0.09, 0.23], [0.90, -0.66, -1.11], [-0.03, 0.32, -0.26], [0.56, -0.05, 0.95], [-0.21, 0.51, 0.29], [-0.21, -0.41, -0.15], [0.10, 0.10, 0.01], [0.04, -0.08, 0.10], [0.00, -0.02, 0.10], [-0.08, -0.37, 0.15], [0.04, -0.06, -0.40], [-0.61, -0.15, 0.01], [-0.01, -0.02, -0.09], [-0.20, 0.88, 0.42], [-0.01, -0.44, -0.36], [-0.10, 0.35, 0.17], [0.10, -0.29, -0.43], [-0.45, -0.57, 0.23], [0.09, 0.13, 0.29], [-0.13, 0.19, 0.08], [-0.04, 0.05, -0.23], [-0.79, 0.26, 0.43], [0.28, -0.63, -0.33], [-0.73, 0.90, -0.31], [-0.09, 0.35, 1.19], [0.83, -0.24, -0.84], [-1.10, 0.57, -0.44], [0.40, -1.10, -0.12], [-0.05, 0.14, 0.99], [-0.40, 0.10, -0.81], [0.10, 0.32, 0.10], [0.27, -0.14, 0.37], [0.09, -0.02, -0.55], [0.27, -0.08, -0.25], [0.31, -0.28, 0.17], [-0.41, -0.40, -0.33], [0.19, 0.11, 0.08], [0.05, -0.05, 0.10], [-0.15, -0.46, -0.15], [0.25, 0.30, 0.18], [-0.28, -0.29, 0.05], [0.38, 0.64, 0.20], [0.17, -0.03, -0.04], [0.06, -0.03, -0.11], [0.36, 0.06, 0.45], [1.51, -1.27, -0.89], [-0.80, 0.33, 0.32], [-0.73, 0.31, 1.18], [1.23, -0.29, 0.13], [-0.51, 0.38, 0.15], [1.00, -0.07, 0.72], [-0.19, -0.26, -1.92], [-0.25, 0.31, 0.16], [-0.09, -0.09, 1.26], [-0.27, -0.24, -0.04], [-0.36, 0.35, 0.17], [-0.03, 0.81, 0.42], [0.43, -0.09, -0.51], [-0.29, 0.16, -0.41], [-0.45, -0.18, -0.08], [0.02, -0.09, -0.23], [-0.12, -0.08, -0.24], [-0.46, -0.09, 0.16], [0.02, -0.13, -0.43], [-0.28, -0.01, 0.24], [0.43, 0.06, 0.68], [0.08, 0.34, -0.29], [-0.08, -0.24, -0.10], [0.09, 0.13, -0.38], [-0.14, -1.16, -0.51], [0.43, 1.22, 0.03], [-0.71, -1.58, 2.15], [-0.24, 1.40, -1.37], [0.51, 0.51, 0.11], [1.34, -0.29, -0.43], [0.04, -0.33, -0.60], [0.63, 0.00, 0.50], [-0.80, 0.24, -0.80], [-0.04, 0.14, -0.02], [-0.08, 0.35, -0.24], [0.24, -0.09, 0.49], [-0.53, 0.25, -0.45], [0.01, 0.04, -0.36], [0.83, -0.34, 0.42], [0.03, -0.01, 0.11], [-0.37, -0.07, -0.05], [-0.33, -0.05, 0.35], [-0.77, -0.34, 0.04], [-0.15, 0.07, -0.01], [-0.12, 0.23, 0.28], [0.04, -0.24, -0.11], [0.08, 0.13, 0.51], [0.04, -0.01, 0.00], [0.56, 2.11, -1.09], [-0.93, -1.71, 0.77], [1.51, 1.08, -0.20], [-1.48, -1.32, -0.88], [0.45, 0.69, 0.28], [-0.75, -0.67, -0.73], [0.89, -0.68, 0.40], [0.14, 0.13, 0.55], [-0.49, -0.89, -0.37], [-0.17, -0.44, 0.18], [-0.39, -0.43, 1.02], [-0.02, -0.06, -0.37], [0.53, -0.18, 0.17], [-0.15, -0.05, -0.11], [-0.03, 0.25, -0.06], [0.23, -0.04, 0.19], [-0.50, 0.22, 0.22], [0.20, 0.20, -0.30], [0.18, 0.24, 0.13], [0.47, 0.31, 0.43], [-0.23, 0.75, -0.37], [0.45, 0.03, -0.29], [-0.30, 0.41, 0.17], [-0.07, 0.04, 0.20], [0.85, -1.22, -0.12], [-0.67, 0.59, 0.37], [1.05, -0.89, -0.54], [0.87, 0.48, -0.91], [-1.06, 0.73, 0.49], [1.29, -0.12, 0.49], [0.23, -0.98, -0.43], [0.97, 0.07, 0.77], [-1.20, 0.35, -1.29], [-0.41, 0.66, 0.12], [0.20, 0.34, -0.20], [-0.32, -0.01, -0.01], [-0.28, -0.20, -0.27], [-0.24, 0.69, 0.43], [-0.47, -0.41, 0.94], [-0.18, -0.46, -0.25], [-0.14, -0.16, -0.44], [-0.65, 0.03, -0.30], [-0.30, -0.06, 0.46], [-0.22, 0.59, 0.27], [-0.11, 0.06, -0.23], [0.09, -0.15, 0.27], [0.48, 0.27, 0.40], [0.15, -0.27, -0.05], [-0.58, 1.11, -0.28], [0.91, -0.55, 1.44], [-1.01, 0.17, -1.03], [0.24, 0.11, 0.21], [0.30, -0.62, 0.50], [0.22, -0.10, 0.07], [-0.14, 0.07, -0.60], [-0.19, -0.19, -0.59], [0.19, 0.08, 0.37], [0.07, -0.16, -0.08], [-0.54, 2.68, 0.60], [0.80, -0.83, -0.06], [-0.11, -0.12, 0.09], [-0.12, -0.22, -0.24], [0.66, -0.97, 0.25], [-0.71, -0.54, 0.12], [-0.03, -0.05, -0.34], [0.00, 0.49, -0.58], [0.04, -0.18, 0.11], [0.06, -0.29, 0.05]],
  "mulliken_charge": [-0.747, -0.310, -0.725, 0.465, -0.323, -0.981, -0.417, 0.118, -0.797, 0.293, 0.308, 0.249, 0.360, 0.332, -0.321, 0.312, -0.015, 0.397, 0.347, 0.314, 0.466, 0.359, 0.000, 0.386, 0.112, -0.516, 0.581, -1.195, -0.312, 0.210, -0.812, -0.291, -0.723, 0.130, -0.152, 0.057, -0.202, 0.322, 0.442, 0.334, 0.288, -0.144, 0.305, 0.307, 0.372, 0.288, 0.305, 0.253, -0.226, -0.386, 0.409, -0.880, -0.077, -0.615, 0.327, -0.434, -0.263, -0.296, 0.299, 0.395, -0.554, 0.492, 0.513, 0.289, 0.010, 0.405, 0.188, -0.417, 0.423, 0.157, 0.363, -0.068, -0.719, -0.412, -0.332, -0.617, 0.142, -0.674, -0.605, -0.407, -0.544, 0.273, 0.276, 0.330, 0.143, 0.249, 0.331, 0.331, 0.120, 0.419, 0.167, 0.384, 0.397, 0.353, 0.048, 0.359, -0.382, -0.463, 0.920, -1.300, 1.191, -0.866, -0.900, 0.020, -0.724, 0.316, 0.348, -0.090, -0.601, 0.352, 0.406, 0.391, -0.735, 0.432, 0.302, 0.228, 0.488, -0.065, 0.466, 0.250, -0.597, -0.256, -0.625, -0.552, -0.374, -0.923, -0.379, -0.261, -0.847, 0.340, 0.006, 0.323, 0.356, 0.409, 0.298, 0.355, 0.330, 0.429, 0.364, 0.444, 0.240, 0.248, 0.283, 0.371, -0.292, -0.191, -0.434, -0.585, 0.173, 0.378, 0.349, 0.096, 0.284, 0.295, -0.763, 1.900, -0.640, 0.171, 0.196, 0.190, -1.098, -0.186, 0.306, -0.212],
  "e_lumo_ev": 0.4518,
  "e_tot_ev": -84822.11323,
  "homo_energy_ev": -8.504,
  "orbital_gap_ev": 8.956,
  "e_above_lowest_kj_mol": 270.3
}